Entry from the Open Molecules 2025 dataset: a gas-phase ion, C26H54ClN3P (charge +1) at a distorted geometry (ωB97M-V/def2-TZVPD).

The geometry in ORCA input format:
```
! wB97M-V def2-TZVPD RIJCOSX def2/J DEFGRID3
* xyz 1 1
C 11.05 -2.46 -1.53
C 10.73 -2.53 -0.03
C 10.23 -1.17 0.50
C 8.70 -1.07 0.41
C 8.14 0.25 0.98
C 7.25 1.01 0.00
C 6.19 1.91 0.67
C 4.75 1.43 0.48
C 4.00 2.13 -0.67
C 2.89 3.06 -0.20
C 1.68 2.33 0.37
C 0.60 1.99 -0.69
C -0.72 2.69 -0.43
C -1.85 2.23 -1.37
C -2.82 1.21 -0.74
C -4.20 1.79 -0.40
C -4.48 1.72 1.14
N -5.35 0.55 1.22
C -5.34 -0.38 2.36
C -4.91 -1.82 2.00
C -5.99 -2.87 2.33
C -5.99 -4.08 1.39
C -4.60 -4.64 1.03
C -4.40 -4.70 -0.49
C -5.83 0.24 0.00
N -6.70 -0.75 -0.16
Cl -7.21 -1.30 -1.65
N -5.32 1.03 -1.00
P -6.50 2.13 -1.82
C -6.83 1.49 -3.49
C -8.08 1.98 -0.92
H 11.53 -3.36 -1.89
H 10.12 -2.32 -2.08
H 11.68 -1.60 -1.74
H 9.91 -3.25 0.08
H 11.59 -2.88 0.53
H 10.54 -1.02 1.53
H 10.65 -0.38 -0.12
H 8.25 -1.94 0.89
H 8.44 -1.13 -0.65
H 7.56 0.03 1.88
H 8.98 0.86 1.31
H 7.89 1.60 -0.65
H 6.74 0.31 -0.66
H 6.41 1.93 1.74
H 6.31 2.94 0.32
H 4.21 1.50 1.43
H 4.80 0.36 0.25
H 4.73 2.70 -1.24
H 3.61 1.38 -1.36
H 2.58 3.69 -1.03
H 3.31 3.74 0.55
H 1.22 2.98 1.11
H 1.99 1.44 0.91
H 0.47 0.91 -0.71
H 0.99 2.29 -1.67
H -0.98 2.58 0.63
H -0.57 3.75 -0.58
H -1.39 1.77 -2.24
H -2.39 3.11 -1.73
H -2.34 0.77 0.13
H -2.96 0.39 -1.45
H -4.22 2.84 -0.63
H -3.61 1.68 1.77
H -5.06 2.59 1.47
H -4.64 0.02 3.08
H -6.31 -0.38 2.87
H -4.04 -2.06 2.61
H -4.58 -1.90 0.96
H -5.87 -3.21 3.35
H -6.98 -2.41 2.29
H -6.54 -4.87 1.89
H -6.55 -3.87 0.47
H -4.54 -5.66 1.39
H -3.79 -4.10 1.51
H -4.72 -3.75 -0.94
H -3.38 -4.91 -0.78
H -5.06 -5.46 -0.91
H -7.00 -1.28 0.65
H -7.73 2.01 -3.82
H -6.03 1.76 -4.18
H -7.02 0.43 -3.59
H -8.77 2.61 -1.48
H -8.52 0.98 -0.87
H -7.98 2.39 0.07
*
```

Values from the calculation:
Total energy   -54112.6627 eV
Energy above the lowest of the compared OMol25 structures with the same formula, charge and spin   0.692 eV

Löwdin population analysis, charges in e, atoms 1 to 4: C -0.1156; C -0.2593; C -0.2258; C -0.2171